# C27H24Cl2I2N8O5PbS3

A structure of composition C27H24Cl2I2N8O5PbS3 at a distorted geometry (wB97M-V/def2-TZVPD, OMol25).

Last column: Löwdin charge in e.
CARTESIAN COORDINATES (ANGSTROEM)
Pb 0.30575 -0.96006 -0.26403  1.22
Cl -5.62731 1.73228 -2.46396  0.65
C -4.63655 0.34105 -2.02147  -0.52
C -4.24965 0.03119 -0.72922  -0.04
C -2.96628 -0.64817 -0.61414  -0.20
N -2.13015 -0.62559 0.45987  0.03
C -2.53200 -0.37930 1.71233  -0.49
O -3.69723 -0.29591 2.13172  -0.01
C -1.39980 -0.31088 2.70089  -0.20
C -1.70901 -0.07279 4.04033  -0.02
C -0.69208 -0.01910 4.97220  -0.08
C 0.61770 -0.19437 4.54133  -0.07
C 0.84080 -0.43530 3.19676  -0.14
N -0.14146 -0.50278 2.30013  0.01
C -2.39533 -1.37398 -1.77319  -0.25
C -2.81457 -1.00527 -3.00422  0.04
C -3.30389 0.38251 -2.77308  -0.61
Cl -2.61935 1.62324 -2.87595  0.63
N -1.31523 -2.24361 -1.43612  -0.04
C -1.16323 -3.44136 -1.98838  -0.51
O -1.94907 -4.06200 -2.70993  0.01
C 0.14730 -4.09443 -1.57992  -0.20
C 0.56151 -5.24673 -2.23418  0.00
C 1.76620 -5.82516 -1.87724  -0.07
C 2.48687 -5.27269 -0.82856  -0.11
C 1.98910 -4.13841 -0.21559  -0.18
N 0.86606 -3.53966 -0.60475  0.00
H -4.75148 0.35694 0.17136  0.10
H -2.74959 0.06324 4.29858  0.11
H -0.90925 0.16872 6.01715  0.10
H 1.44537 -0.14595 5.23604  0.10
H 1.84493 -0.57198 2.80916  0.09
H -2.44024 -1.41899 -3.92936  0.12
H -0.05987 -5.63296 -3.02901  0.11
H 2.14767 -6.68463 -2.41280  0.10
H 3.43521 -5.68923 -0.52134  0.10
H 2.51524 -3.67241 0.61089  0.10
C 3.07855 2.76712 -0.70932  -0.06
O 3.99409 1.66465 -0.68862  -0.06
C 3.71660 0.62935 0.11632  -0.65
O 2.78850 0.57607 0.89932  -0.03
N 4.67648 -0.32300 -0.04105  -0.02
N 4.48398 -1.58917 0.52678  0.03
H 3.55137 3.62628 -0.23000  0.09
H 2.15098 2.52826 -0.19641  0.05
H 2.86341 2.99595 -1.75000  0.08
H 5.19955 -0.27277 -0.90737  0.10
H 5.39894 -1.98593 0.69730  0.07
H 4.02581 -2.18872 -0.15922  -0.04
C 1.61391 3.50379 2.79526  -0.03
C 0.22533 3.36981 2.24532  -0.33
C -0.88327 3.11023 3.04080  -0.04
C -2.10995 3.04591 2.40033  -0.13
N -2.25288 3.24707 1.09793  0.08
C -1.12841 3.45788 0.40613  -0.67
S -1.24066 3.69037 -1.32829  0.89
N 0.10333 3.51530 0.92789  0.11
H 1.60259 3.69713 3.86782  0.07
H 2.12840 4.31149 2.27662  0.08
H 2.16340 2.57954 2.60022  0.07
H -0.79848 2.96518 4.10879  0.10
H -3.02815 2.84204 2.94274  0.11
C -2.59340 2.46668 -1.72434  -0.69
O -1.43816 1.43327 -3.45068  -0.65
C -0.32284 1.12716 -4.05515  -1.00
S -0.34378 2.54044 -5.17752  0.40
S 0.72946 1.01478 -2.53874  0.17
H -3.72126 1.98829 -2.91762  -0.12
H -2.91985 2.46280 -3.82116  0.09
H -3.24840 2.63499 -0.88428  0.04
I 2.24580 -0.80710 -2.75369  0.37
I 4.57192 -2.82063 -2.92841  -0.31

Results
frontier orbital gap (spin up / spin down) = 5.3 / 5.8 eV
HOMO (spin up / spin down) = -1.5 / -1.9 eV
total charge = -2
DFT total energy = -129524.8179 eV
energy relative to the best compared isomer or geometry (same formula, charge and spin) = 163.7 kcal/mol
E_LUMO (spin up / spin down) = 3.86 / 3.86 eV